Record 1
A molecular structure, C41H57BCaIN13O4S4, computed with ωB97M-V/def2-TZVPD.

Computed properties:
HOMO energy (eV): -6.5426
Relative energy (zero: lowest compared OMol25 entry of this formula, charge and spin) (kcal/mol): 15.49
Electronic energy (hartree): -5202.316441
Multiplicity: 1

Structure (XYZ):
```
122
Properties=species:S:1:pos:R:3:mulliken_charge:R:1
Ca -0.4684 0.5047 -2.5808 1.224
C -2.9199 2.1673 2.7561 -2.028
C -1.9988 1.0654 2.3532 -0.048
C -2.4028 -0.2227 2.2909 -0.702
C -1.4908 -1.2373 1.8856 -0.166
N -0.2609 -0.9504 1.6051 -0.276
N 0.1649 0.3363 1.6586 0.639
B 1.6531 0.4662 1.2887 -1.051
N 2.4347 1.4567 2.2223 0.392
N 2.4960 1.6061 3.5232 -0.469
C 3.0798 2.7045 3.9506 -0.180
C 3.6236 3.6540 3.0486 -0.177
C 3.5237 3.4950 1.6888 0.366
C 4.0026 4.4751 0.6794 -1.744
C 2.8489 2.3254 1.3067 0.425
S 2.3087 1.6327 -0.1775 -0.048
C 3.0511 2.9039 5.4584 2.466
C 3.5590 1.6365 6.1502 -1.651
C 1.5935 3.1566 5.8566 -1.614
C 3.9122 4.0870 5.9004 -2.279
N 2.2991 -0.9171 1.2218 0.439
N 2.7254 -1.2951 2.4468 -0.506
C 3.2017 -2.4926 2.5985 0.105
C 3.2952 -3.3879 1.4955 -0.517
C 2.8571 -3.0175 0.2694 0.200
C 2.9239 -3.9258 -0.9080 -1.722
C 2.2755 -1.7014 0.1313 0.938
S 1.6820 -1.2144 -1.3636 -0.389
C 3.6577 -2.9111 3.9813 2.517
C 5.1545 -3.2454 3.9326 -1.819
C 2.8651 -4.1521 4.4099 -1.719
C 3.4289 -1.7909 4.9906 -2.209
C -0.6339 1.3868 1.9948 1.384
S -0.1292 2.9846 1.9756 -0.347
C -1.9323 -2.6822 1.7531 2.799
C -3.1097 -2.7786 0.7771 -1.648
C -0.7893 -3.5527 1.2403 -1.691
C -2.3783 -3.1811 3.1341 -2.010
H -3.8974 1.7657 3.0165 0.433
H -2.5076 2.7231 3.5987 0.371
H -3.0258 2.8940 1.9465 0.311
H -3.4247 -0.4851 2.5307 0.377
H 4.1115 4.5339 3.4423 0.487
H 4.6066 5.2508 1.1461 0.395
H 4.5898 3.9874 -0.0993 0.382
H 3.1481 4.9453 0.1899 0.314
H 2.9527 0.7750 5.8782 0.277
H 4.5957 1.4238 5.8841 0.379
H 3.5077 1.7654 7.2326 0.476
H 0.9672 2.3111 5.5737 0.280
H 1.5251 3.2998 6.9359 0.428
H 1.1922 4.0440 5.3644 0.368
H 4.9544 3.9655 5.5999 0.459
H 3.5472 5.0375 5.5088 0.433
H 3.8912 4.1593 6.9878 0.411
H 3.7102 -4.3757 1.6480 0.393
H 3.4266 -4.8539 -0.6405 0.439
H 1.9206 -4.1454 -1.2756 0.213
H 3.4486 -3.4452 -1.7343 0.370
H 5.3702 -4.0544 3.2342 0.339
H 5.7389 -2.3750 3.6333 0.364
H 5.4964 -3.5625 4.9188 0.476
H 3.0110 -4.9936 3.7326 0.375
H 3.1914 -4.4682 5.4020 0.489
H 1.7965 -3.9361 4.4568 0.246
H 3.9964 -0.9010 4.7243 0.350
H 2.3804 -1.5008 5.0394 0.355
H 3.7474 -2.1268 5.9788 0.508
H -2.8441 -2.4047 -0.2096 0.073
H -3.4083 -3.8245 0.6871 0.547
H -3.9778 -2.2187 1.1267 0.305
H -0.4570 -3.2228 0.2539 0.109
H 0.0733 -3.5239 1.9048 -0.019
H -1.1349 -4.5862 1.1658 0.590
H -3.2285 -2.6138 3.5150 0.340
H -2.6854 -4.2260 3.0675 0.489
H -1.5689 -3.1095 3.8624 0.354
N -0.5152 3.2775 -2.7060 -0.221
N -1.5780 3.8397 -1.9802 -0.161
C -2.3900 2.9664 -1.3396 -0.469
N -3.6448 3.3154 -1.0639 -0.288
N -1.7904 1.8186 -1.0714 -0.099
N -2.5236 0.7350 -0.7292 1.691
O -1.8191 -0.2711 -0.7417 -0.039
O -3.7175 0.7234 -0.5080 -0.938
H 0.3349 3.8007 -2.5555 0.196
H -0.7802 3.2023 -3.6838 0.261
H -2.0041 4.6732 -2.3552 0.259
H -4.0499 4.0536 -1.6151 0.263
H -4.2532 2.5630 -0.7737 0.239
C -3.4947 0.0970 -10.3441 -1.469
C -3.4837 0.4254 -8.8806 1.051
C -4.6525 0.7723 -8.2154 -0.812
C -4.6468 1.0485 -6.8551 -0.519
C -3.4579 0.9786 -6.1538 -0.275
C -2.2741 0.6418 -6.7994 -0.390
C -2.2949 0.3675 -8.1538 -0.804
S -3.4080 1.3607 -4.4198 1.434
O -4.7690 1.2861 -3.9302 -0.783
O -2.7535 2.6490 -4.2541 -0.857
N -2.4291 0.2995 -3.7926 0.421
C -2.6897 -1.0541 -3.7341 0.401
C -3.9064 -1.6928 -3.9886 -0.875
C -3.9642 -3.0635 -3.8165 -0.497
C -2.8421 -3.7643 -3.3892 -0.740
C -1.6826 -3.0434 -3.1595 -0.520
N -1.5963 -1.7323 -3.3417 -0.054
H -4.4179 0.4276 -10.8182 0.356
H -3.4073 -0.9789 -10.5038 0.295
H -2.6594 0.5697 -10.8611 0.365
H -5.5816 0.8253 -8.7695 0.320
H -5.5604 1.3054 -6.3371 0.494
H -1.3484 0.5953 -6.2393 0.326
H -1.3738 0.1047 -8.6592 0.411
H -4.7768 -1.1251 -4.2785 0.481
H -4.8965 -3.5806 -4.0060 0.409
H -2.8584 -4.8338 -3.2371 0.435
H -0.7721 -3.5300 -2.8246 0.340
I 3.1494 1.0660 -4.2614 -0.256
C 0.9761 1.0881 -4.5720 -1.322
H 0.8954 0.3988 -5.4211 0.394
H 0.8679 2.0773 -5.0339 0.379
```

***

Record 2
13 unconnected molecules or ions with the total composition C41H57Cl9F24N2O18, computed with ωB97M-V/def2-TZVPD.

Computed properties:
HOMO energy (eV): -9.5567
Relative energy (zero: lowest compared OMol25 entry of this formula, charge and spin) (kcal/mol): 0.00
Electronic energy (hartree): -9599.009880
Multiplicity: 1

Structure (XYZ):
```
151
Properties=species:S:1:pos:R:3:mulliken_charge:R:1
C -2.6610 5.2115 3.4183 0.014
O -3.8007 4.8308 3.5670 -0.538
N -1.6292 4.4380 2.9781 0.511
C -0.2680 4.8872 3.1034 -1.012
C -1.8594 3.0343 2.7109 -0.542
H -2.3442 6.2540 3.5942 0.287
H -0.2271 5.8129 3.6713 0.406
H 0.2353 5.0150 2.1422 0.208
H 0.3036 4.1333 3.6564 0.304
H -1.1098 2.4009 3.1931 0.308
H -2.8335 2.6855 3.0390 0.315
H -1.8003 2.8704 1.6313 -0.409
C 5.1199 1.7179 1.0021 -0.136
O 4.0402 1.7275 0.4346 -0.403
N 6.3165 1.8540 0.4076 0.578
C 7.5447 1.7886 1.1807 -1.211
C 6.4819 2.0517 -1.0295 -0.882
H 5.2106 1.5901 2.0923 0.342
H 7.3405 2.0114 2.2250 0.371
H 8.2581 2.5104 0.7865 0.391
H 7.9957 0.7947 1.1094 0.310
H 5.5316 2.0247 -1.5541 0.021
H 6.9805 3.0088 -1.1816 0.365
H 7.0896 1.2240 -1.4040 0.401
C -0.4620 -4.9445 -2.6958 -0.338
C -1.5021 -4.4830 -3.6897 -0.664
O -2.6863 -5.2690 -3.4671 -0.155
C -3.7046 -5.0844 -4.2906 0.240
O -3.7649 -4.3079 -5.1908 -0.512
C -4.8990 -5.9713 -3.9019 0.909
F -4.5288 -7.0243 -3.1820 -0.235
F -5.7804 -5.2527 -3.1993 -0.242
F -5.5102 -6.4105 -5.0054 -0.256
H 0.5078 -4.4999 -2.9153 0.290
H -0.4183 -6.0312 -2.6910 0.495
H -0.7179 -4.6017 -1.6893 -0.237
H -1.1631 -4.6462 -4.7184 0.517
H -1.7290 -3.4163 -3.6532 0.161
C 3.4830 4.8192 -0.0200 -0.357
C 4.5454 5.8858 -0.2529 -0.654
O 5.7781 5.4990 0.3749 -0.268
C 5.8773 5.6669 1.6776 0.409
O 5.0588 6.1499 2.3989 -0.542
C 7.1784 5.0630 2.2454 0.920
F 7.8608 5.9753 2.9299 -0.261
F 6.8674 4.0590 3.0673 -0.257
F 7.9795 4.5701 1.2841 -0.258
H 3.8879 3.8236 -0.2004 -0.230
H 2.5714 4.9813 -0.5894 0.383
H 3.1990 4.8710 1.0369 0.445
H 4.1939 6.8308 0.1591 0.369
H 4.7724 5.9769 -1.3113 0.253
C -2.2845 0.5920 -2.5646 -1.051
C -1.3129 1.6679 -2.9346 0.445
O -1.5645 2.7589 -2.0360 0.374
C -0.7799 3.8016 -2.1031 0.288
O 0.0638 4.0047 -2.9300 -0.506
C -1.1108 4.9038 -1.0829 0.679
F 0.0053 5.2567 -0.4256 -0.247
F -1.5786 5.9717 -1.7274 -0.283
F -2.0136 4.5184 -0.1842 -0.182
H -1.9116 0.1118 -1.6484 -0.107
H -2.3193 -0.2555 -3.2506 0.519
H -3.3113 0.8799 -2.3583 0.213
H -1.4370 1.9939 -3.9708 0.484
H -0.2846 1.3211 -2.8420 -0.686
C -1.9507 -1.2748 4.5450 -0.682
C -3.0564 -0.2328 4.5295 0.449
O -4.3041 -0.7829 4.9779 -0.346
C -5.0790 -1.2924 4.0426 0.345
O -4.8271 -1.4012 2.8818 -0.458
C -6.4100 -1.8043 4.6448 0.734
F -6.6470 -3.0516 4.2124 -0.207
F -6.3988 -1.8206 5.9834 -0.258
F -7.4130 -1.0129 4.2378 -0.256
H -1.0426 -0.8315 4.1340 0.197
H -2.1939 -2.1683 3.9746 -0.050
H -1.7408 -1.5222 5.5871 0.407
H -3.1407 0.2442 3.5526 -0.347
H -2.8262 0.5618 5.2389 0.388
C -4.3929 1.0804 0.4540 0.352
C -5.1929 2.3392 0.7172 -0.794
O -5.0864 3.2304 -0.3950 -0.236
C -5.8789 3.0511 -1.4164 0.401
O -6.7529 2.2413 -1.5224 -0.565
C -5.5463 4.0270 -2.5577 0.853
F -4.3699 4.6180 -2.4060 -0.188
F -5.5438 3.3729 -3.7184 -0.271
F -6.4915 4.9840 -2.6169 -0.286
H -4.5479 0.3480 1.2487 -0.331
H -3.3302 1.3333 0.4610 -0.291
H -4.6421 0.6051 -0.4926 0.546
H -4.8322 2.8636 1.6005 0.399
H -6.2406 2.1076 0.9247 0.386
C -0.6510 -6.6338 1.2117 -0.265
C 0.8031 -6.9497 0.9805 -0.648
O 1.4465 -5.8073 0.3469 -0.036
C 2.5188 -5.9595 -0.3859 -0.133
O 3.1242 -6.9629 -0.6056 -0.539
C 3.0255 -4.6045 -0.8957 1.103
F 3.8457 -4.0880 0.0409 -0.242
F 3.7070 -4.7433 -2.0281 -0.278
F 2.0434 -3.7284 -1.1098 -0.080
H -1.1576 -6.4212 0.2731 -0.016
H -0.7205 -5.7842 1.8901 -0.070
H -1.1221 -7.5013 1.6713 0.431
H 0.9186 -7.8091 0.3170 0.443
H 1.3861 -7.1123 1.8877 0.329
C 0.9398 1.7068 0.2771 1.729
C 1.2519 0.4312 1.0229 -0.997
O 0.4553 -0.6917 0.6130 0.223
C -0.7804 -0.7882 1.0333 -0.383
O -1.3979 0.0346 1.6455 -0.151
C -1.4321 -2.1066 0.5879 0.787
F -2.7318 -1.9320 0.3928 -0.248
F -0.8969 -2.6286 -0.5127 0.001
F -1.2775 -2.9950 1.5949 0.051
H 0.9747 1.6289 -0.8118 -0.729
H 1.6723 2.4817 0.5102 0.159
H -0.0209 2.1016 0.6092 -1.025
H 1.1790 0.6415 2.0931 0.428
H 2.2753 0.1059 0.8584 0.298
C 4.3299 -1.0384 -1.5166 -1.506
C 2.8652 -0.8189 -1.7779 2.106
O 2.5806 -1.1834 -3.1368 -0.321
C 1.3317 -1.2418 -3.4826 0.594
O 0.3854 -1.1385 -2.7541 -0.425
C 1.1397 -1.4705 -4.9933 0.744
F 2.2900 -1.4449 -5.6724 -0.254
F 0.5454 -2.6493 -5.2004 -0.205
F 0.3414 -0.5164 -5.4707 -0.201
H 4.5956 -2.0903 -1.6263 0.189
H 4.5950 -0.6574 -0.5342 0.192
H 4.9347 -0.5053 -2.2538 0.253
H 2.6187 0.2435 -1.6600 -0.377
H 2.2208 -1.3460 -1.0787 -0.561
C 2.8772 2.5785 -4.0732 1.752
Cl 1.8487 2.6217 -5.4943 -0.106
Cl 3.4945 4.1606 -3.6319 -0.096
Cl 4.2620 1.4968 -4.3634 -0.124
H 2.3056 2.1695 -3.2513 -1.482
C -4.4615 -4.8818 1.0897 0.832
Cl -6.2091 -4.5505 0.9581 -0.141
Cl -4.1059 -6.4621 0.4083 -0.124
Cl -3.9718 -4.8279 2.7756 -0.124
H -3.9922 -4.1010 0.5085 -0.486
C 1.2915 -3.9512 3.2311 1.437
Cl 2.7326 -4.9611 3.4358 -0.137
Cl 1.7370 -2.2639 3.5360 -0.124
Cl -0.0213 -4.4809 4.2715 -0.103
H 0.9684 -4.0198 2.1999 -1.103
```